The following is a DFT calculation (ωB97M-V with the def2-TZVPD basis set) of a molecular structure, CH3FK.

Results
electronic energy: -739.4922 Eh
LUMO energy: -4.3 eV
total charge: +1
M: 73.1 g/mol
HOMO energy: -16.191 eV
energy relative to the best compared isomer or geometry (same formula, charge and spin): 7.3 kJ/mol

Atoms and positions in Å:
F  -1.610  -2.427  1.295
C  -1.777  -3.772  1.031
H  -1.105  -4.374  1.666
H  -1.548  -3.987  -0.026
H  -2.818  -4.076  1.234
K  -1.258  0.404  1.849